(1)
# C14H19O

2 unconnected molecules or ions with the total composition C14H19O at a distorted geometry (wB97M-V/def2-TZVPD, the OMol25 dataset).

- Energy above the lowest of the compared OMol25 structures with the same formula, charge and spin: 56.23 kJ/mol
- LUMO energy: -5.5 eV
- Total charge: +1
- HOMO: -12.147 eV

Structure (XYZ):
```
34
C14H19O wB97M-V/def2-TZVPD
C 3.602 0.092 2.153
O 2.209 0.438 2.089
C 1.317 -0.509 2.107
C -0.060 -0.167 2.118
C -1.012 -1.217 2.121
C -2.368 -0.913 2.127
C -2.798 0.423 2.131
C -1.853 1.463 2.130
C -0.495 1.189 2.123
H 4.116 1.052 2.174
H 3.815 -0.491 3.059
H 3.887 -0.489 1.266
H 1.666 -1.552 2.128
H -0.628 -2.239 2.122
H -3.108 -1.713 2.129
H -3.864 0.659 2.135
H -2.186 2.501 2.133
H 0.259 1.975 2.125
C 3.692 -0.550 -1.794
C 2.758 -1.593 -1.216
C 3.332 -2.821 -0.598
C 2.898 -4.180 -1.098
C 4.279 -3.685 -1.398
C 1.426 -1.393 -1.250
H 4.740 -0.843 -1.660
H 3.512 -0.399 -2.869
H 3.529 0.418 -1.298
H 3.540 -2.776 0.484
H 2.823 -4.982 -0.363
H 2.165 -4.198 -1.908
H 4.505 -3.372 -2.420
H 5.095 -4.167 -0.857
H 0.727 -2.135 -0.854
H 1.015 -0.479 -1.686
```

(2)
# C24H45EuNP2Si

A molecular structure, C24H45EuNP2Si at a distorted geometry (wB97M-V/def2-TZVPD, the OMol25 dataset).

- Energy above the lowest of the compared OMol25 structures with the same formula, charge and spin: 0.00 kJ/mol
- 2S+1: 8
- LUMO energy (spin up / spin down): 0.2 / 0.2 eV
- Total charge: 0
- HOMO (spin up / spin down): -6.284 / -6.383 eV

Structure (XYZ):
```
74
C24H45EuNP2Si wB97M-V/def2-TZVPD
P 1.509 -1.761 -4.561
P 3.550 -2.206 -2.199
C 3.258 -2.265 -5.007
C 3.957 -2.982 -3.855
H 3.786 -1.341 -5.280
H 3.203 -2.907 -5.896
H 3.643 -4.033 -3.791
H 5.048 -2.953 -3.976
C 5.040 -1.130 -2.054
H 5.078 -0.742 -1.028
H 4.944 -0.290 -2.752
H 5.957 -1.695 -2.270
C 4.143 -3.585 -1.137
H 5.158 -3.903 -1.411
H 3.445 -4.424 -1.245
H 4.131 -3.238 -0.097
C 1.241 -0.584 -5.947
H 0.182 -0.298 -5.944
H 1.503 -1.028 -6.917
H 1.855 0.306 -5.763
C 0.639 -3.208 -5.303
H 0.812 -4.088 -4.672
H 0.993 -3.400 -6.325
H -0.434 -2.982 -5.318
Eu -1.965 0.657 1.100
C 0.337 -0.772 0.965
C 0.864 0.436 0.651
C 1.256 0.894 -0.725
C 0.216 1.685 -1.546
C -1.201 1.192 -1.565
C -1.598 -0.094 -1.464
C -0.681 -1.293 -1.391
C -0.206 -1.785 -0.009
C -3.969 1.888 0.613
H 0.252 -1.061 2.031
H 1.133 1.137 1.456
H 1.658 0.068 -1.327
H 2.095 1.593 -0.588
H 0.187 2.730 -1.189
H 0.628 1.716 -2.570
H -1.954 1.987 -1.689
H -2.674 -0.339 -1.457
H 0.182 -1.168 -2.062
H -1.269 -2.129 -1.806
H -1.047 -2.301 0.490
H 0.547 -2.562 -0.227
H -4.651 1.524 1.396
H -4.327 1.609 -0.384
H -3.831 2.974 0.691
C -2.698 -1.348 3.192
Si -2.512 0.213 4.235
C -4.246 0.812 4.621
C -1.523 -0.138 5.773
N -1.616 1.410 3.322
C -1.467 2.754 3.517
C -0.985 3.565 2.440
C -0.832 4.941 2.614
C -1.122 5.546 3.839
C -1.596 4.768 4.894
C -1.778 3.393 4.754
H -3.264 -2.012 3.865
H -1.748 -1.856 2.962
H -3.298 -1.287 2.260
H -4.768 0.080 5.257
H -4.250 1.770 5.158
H -4.856 0.945 3.714
H -0.533 -0.520 5.487
H -1.360 0.771 6.370
H -1.998 -0.884 6.425
H -0.737 3.085 1.476
H -0.474 5.526 1.780
H -0.970 6.613 3.965
H -1.827 5.222 5.850
H -2.165 2.785 5.582
```

(3)
# C20H14BrCl3GeN5PdS

A molecular structure, C20H14BrCl3GeN5PdS (wB97M-V/def2-TZVPD, the OMol25 dataset).

- Energy above the lowest of the compared OMol25 structures with the same formula, charge and spin: 0.00 kJ/mol
- 2S+1: 6
- LUMO energy (spin up / spin down): -7.2 / -9.8 eV
- Total charge: +2
- HOMO (spin up / spin down): -13.925 / -14.702 eV

Structure (XYZ):
```
46
C20H14BrCl3GeN5PdS wB97M-V/def2-TZVPD
Pd 0.486 0.052 0.538
C -0.920 -0.106 -2.513
C -1.569 0.967 -1.684
C -2.775 1.560 -2.085
C -3.312 2.563 -1.328
C -2.618 3.000 -0.177
C -3.072 4.102 0.597
C -2.346 4.568 1.671
C -1.154 3.943 2.014
C -0.691 2.814 1.317
S 0.750 2.081 1.820
C -1.434 2.339 0.179
N -0.939 1.304 -0.561
H -1.538 -0.360 -3.372
H -0.834 -1.030 -1.932
H 1.015 0.836 -2.407
H -3.248 1.221 -2.996
H -4.241 3.042 -1.608
H -3.998 4.586 0.312
H -2.693 5.419 2.238
H -0.565 4.310 2.846
C 3.539 -2.171 4.701
C 3.117 -2.217 3.266
C 3.455 -3.285 2.433
C 3.042 -3.314 1.110
C 2.296 -2.246 0.667
Br 1.630 -2.134 -1.110
N 1.960 -1.207 1.426
C 2.356 -1.202 2.708
H 4.569 -2.508 4.810
H 2.909 -2.825 5.304
H 3.467 -1.163 5.105
H 4.049 -4.103 2.822
H 3.292 -4.131 0.449
H 2.061 -0.342 3.296
N 0.367 0.360 -3.025
C 0.737 0.219 -4.285
C 0.440 -0.831 -5.086
C 0.119 -2.038 -4.388
N -0.146 -2.872 -3.640
C 0.516 -0.770 -6.505
N 0.545 -0.694 -7.650
Cl -3.716 -1.191 0.134
Ge -1.827 -1.954 0.730
Cl -1.163 -0.663 2.423
Cl -1.919 -3.932 1.434
```

- Which of these has the highest energy above the lowest of the compared OMol25 structures with the same formula, charge and spin?
  C14H19O